(1)
Below is a single C4H2N2O molecule, with properties calculated with ωB97M-V with the def2-TZVPD basis set.

Calculated values
Energy above the lowest of the compared OMol25 structures with the same formula, charge and spin, eV: 3.661
Kohn-Sham gap, eV: 9.72
Calculated total energy, Ha: -338.2069
HOMO, eV: -9.542

ORCA input file:
```
! wB97M-V def2-TZVPD RIJCOSX def2/J DEFGRID3
* xyz 0 1
C -2.058 0.959 1.783
C -1.246 0.303 1.060
C -0.194 -0.081 0.252
C 1.065 -0.553 0.490
O 1.628 -0.617 -0.709
N 0.727 -0.168 -1.740
N -0.328 0.246 -1.075
H -2.575 1.567 2.496
H 1.355 -0.943 1.369
*
```

***

(2)
Below is a single C4H2N2O molecule, with properties calculated with ωB97M-V with the def2-TZVPD basis set.

Calculated values
Energy above the lowest of the compared OMol25 structures with the same formula, charge and spin, eV: 2.859
Kohn-Sham gap, eV: 9.42
Calculated total energy, Ha: -338.2363
HOMO, eV: -11.192

ORCA input file:
```
! wB97M-V def2-TZVPD RIJCOSX def2/J DEFGRID3
* xyz 0 1
N 0.868 -0.040 1.386
C 0.921 0.560 0.180
O 1.936 0.859 -0.410
C -0.447 0.846 -0.433
C -0.661 1.322 -1.642
C -1.776 0.680 0.105
N -2.843 0.547 0.541
H -0.006 -0.274 1.826
H 1.742 -0.255 1.843
*
```

***

(3)
Below is a single C4H2N2O molecule, with properties calculated with ωB97M-V with the def2-TZVPD basis set.

Calculated values
Energy above the lowest of the compared OMol25 structures with the same formula, charge and spin, eV: 3.818
Kohn-Sham gap, eV: 9.16
Calculated total energy, Ha: -338.2011
HOMO, eV: -9.994

ORCA input file:
```
! wB97M-V def2-TZVPD RIJCOSX def2/J DEFGRID3
* xyz 0 1
C 2.875 -0.054 -0.110
C 1.642 -0.224 0.098
C 0.277 -0.116 0.067
N -0.595 -1.212 -0.039
C -1.777 -0.538 -0.028
N -1.767 0.767 -0.067
O -0.341 1.180 0.035
H 3.895 0.493 0.066
H -2.733 -1.221 0.230
*
```

***

(4)
Below is a molecular structure, C4H2N2O, with properties calculated with ωB97M-V with the def2-TZVPD basis set.

Calculated values
Energy above the lowest of the compared OMol25 structures with the same formula, charge and spin, eV: 6.244
Kohn-Sham gap, eV: 9.25
Calculated total energy, Ha: -338.1120
HOMO, eV: -9.785

ORCA input file:
```
! wB97M-V def2-TZVPD RIJCOSX def2/J DEFGRID3
* xyz 0 1
C -0.806 -0.699 0.485
C 0.523 -0.392 -0.309
C 1.596 -0.132 -0.794
C 2.941 0.032 -0.876
H -3.160 1.332 0.027
H -0.869 -1.366 1.500
N -1.588 0.313 0.041
N 4.149 0.505 -0.793
O -2.786 0.408 0.720
*
```

***

(5)
Below is a gas-phase ion, C4H2N3O3 (charge -1), with properties calculated with ωB97M-V with the def2-TZVPD basis set.

Calculated values
Energy above the lowest of the compared OMol25 structures with the same formula, charge and spin, eV: 0.000
Kohn-Sham gap, eV: 8.33
Calculated total energy, Ha: -543.6809
HOMO, eV: -4.783

ORCA input file:
```
! wB97M-V def2-TZVPD RIJCOSX def2/J DEFGRID3
* xyz -1 1
N 0.609 0.177 -0.057
N 0.214 -0.965 -0.627
C -0.805 -1.577 -0.123
C -1.802 -1.028 0.865
O -1.666 0.075 1.412
N -2.848 -1.856 0.986
C -2.664 -2.974 0.255
O -3.421 -3.928 0.175
C -1.322 -2.879 -0.522
O -0.841 -3.712 -1.266
H -0.058 0.601 0.598
H 1.130 0.776 -0.680
*
```

***

(6)
Below is a single C4H2N4 molecule, with properties calculated with ωB97M-V with the def2-TZVPD basis set.

Calculated values
Energy above the lowest of the compared OMol25 structures with the same formula, charge and spin, eV: 4.130
Kohn-Sham gap, eV: 8.66
Calculated total energy, Ha: -372.4801
HOMO, eV: -10.542

ORCA input file:
```
! wB97M-V def2-TZVPD RIJCOSX def2/J DEFGRID3
* xyz 0 1
C 2.086 -0.855 0.033
N 0.973 -0.158 -0.310
N -0.257 -0.651 -0.087
C -1.090 0.297 -0.165
C -2.480 -0.196 0.053
N -3.540 -0.698 -0.055
C -0.628 1.697 -0.104
N -0.152 2.821 0.043
H 2.097 -2.076 0.496
H 2.991 -0.180 0.095
*
```

***

(7)
Below is a single C4H2O2 molecule, with properties calculated with ωB97M-V with the def2-TZVPD basis set.

Calculated values
Energy above the lowest of the compared OMol25 structures with the same formula, charge and spin, eV: 2.665
Kohn-Sham gap, eV: 10.36
Calculated total energy, Ha: -303.9119
HOMO, eV: -10.595

ORCA input file:
```
! wB97M-V def2-TZVPD RIJCOSX def2/J DEFGRID3
* xyz 0 1
O -0.078 0.654 2.749
C -0.011 0.184 1.695
C -0.716 -0.351 0.603
C 0.833 -0.128 0.514
C -0.032 -0.398 -0.700
O -0.474 0.608 -1.523
H 0.214 -1.264 -1.156
H 0.264 0.694 -2.182
*
```

***

(8)
Below is 2 unconnected molecules or ions with the total composition C4H2O2, with properties calculated with ωB97M-V with the def2-TZVPD basis set.

Calculated values
Energy above the lowest of the compared OMol25 structures with the same formula, charge and spin, eV: 1.974
Kohn-Sham gap, eV: 9.13
Calculated total energy, Ha: -303.9373
HOMO, eV: -10.135

ORCA input file:
```
! wB97M-V def2-TZVPD RIJCOSX def2/J DEFGRID3
* xyz 0 1
O -2.925 -0.496 0.815
C -1.831 -0.784 0.819
C -0.693 1.654 -1.062
C 0.324 0.971 -0.733
C 1.333 0.180 -0.321
O 1.185 -0.888 0.427
H 0.229 -0.997 0.630
H 2.377 0.360 -0.577
*
```

***

(9)
Below is a single C4H2O2 molecule, with properties calculated with ωB97M-V with the def2-TZVPD basis set.

Calculated values
Energy above the lowest of the compared OMol25 structures with the same formula, charge and spin, eV: 3.334
Kohn-Sham gap, eV: 10.19
Calculated total energy, Ha: -303.8873
HOMO, eV: -10.991

ORCA input file:
```
! wB97M-V def2-TZVPD RIJCOSX def2/J DEFGRID3
* xyz 0 1
O 0.063 1.806 -2.056
C 0.204 0.960 -1.275
C 0.899 0.626 0.039
C -0.091 -0.283 -0.821
C 0.364 -0.680 0.517
O -0.724 -0.610 1.695
H 0.784 -1.622 0.798
H -1.498 -0.196 1.104
*
```

***

(10)
Below is a single C4H2O2 molecule, with properties calculated with ωB97M-V with the def2-TZVPD basis set.

Calculated values
Energy above the lowest of the compared OMol25 structures with the same formula, charge and spin, eV: 1.863
Kohn-Sham gap, eV: 9.34
Calculated total energy, Ha: -303.9413
HOMO, eV: -10.793

ORCA input file:
```
! wB97M-V def2-TZVPD RIJCOSX def2/J DEFGRID3
* xyz 0 1
C -1.560 -0.726 1.463
C -0.628 -0.810 0.654
C 0.432 -0.670 -0.295
O 1.086 -1.574 -0.757
C 0.699 0.794 -0.715
O 0.076 1.730 -0.287
H -1.626 0.374 1.386
H 1.521 0.883 -1.450
*
```